Here is a single C5H7N3 molecule at a distorted geometry from the Open Molecules 2025 dataset. Energies are from wB97M-V/def2-TZVPD.

Last column: Mulliken charge in e.
Cartesian coordinates (Å):
1 N -2.9033 0.1068 -0.1769  -0.35
2 N -1.9552 -0.7995 -0.0024  -0.47
3 C -0.7369 -0.2789 0.1060  1.14
4 C -0.3353 1.0876 0.0883  -0.33
5 C 0.9602 1.1453 -0.0379  -0.84
6 C 1.5099 -0.1353 0.0895  0.50
7 N 2.9714 -0.2175 -0.1880  -0.59
8 C 0.5070 -1.0555 0.0600  -1.07
9 H -2.6344 1.1519 -0.0661  0.24
10 H -3.6871 -0.1807 0.3589  0.25
11 H -0.8516 2.0739 0.0094  0.15
12 H 1.6647 1.9234 -0.0864  0.42
13 H 3.3334 -1.2601 -0.4369  0.28
14 H 3.4644 0.2089 0.8214  0.29
15 H 0.4916 -2.1251 0.1352  0.38

total charge	0
SMILES	N/N=C1\C=CC(N)=C1
2S+1	1
HOMO level	-8.023	eV
energy relative to the best compared isomer or geometry (same formula, charge and spin)	412.4	kJ/mol
gap between HOMO and LUMO	7.9	eV



Here is 2 unconnected molecules or ions with the total composition C5H7N3 at a distorted geometry from the Open Molecules 2025 dataset. Energies are from wB97M-V/def2-TZVPD.

Last column: Mulliken charge in e.
Cartesian coordinates (Å):
1 C -1.2868 -1.0089 -2.3917  -0.12
2 C -1.0525 0.3211 -2.7662  -0.23
3 C 1.0849 0.7686 1.2254  -0.65
4 C 0.5346 -0.6614 1.3994  -0.53
5 C 0.0373 0.2169 0.4204  0.20
6 N -0.7641 -1.2090 -1.2316  -0.84
7 N -0.3115 0.8770 -1.8325  -0.88
8 N -0.1946 -0.0644 -0.8911  1.21
9 H -1.6540 -1.9480 -2.7656  0.43
10 H -1.2631 0.5992 -3.7872  0.36
11 H 0.8426 1.3835 2.1247  0.25
12 H 2.0648 0.7495 0.8947  0.31
13 H 1.1823 -1.4772 1.0124  0.22
14 H -0.0902 -0.9908 2.2417  0.21
15 H -1.7797 1.0226 1.5572  0.05

total charge	0
2S+1	1
HOMO level (alpha / beta)	-7.969 / -9.791	eV
energy relative to the best compared isomer or geometry (same formula, charge and spin)	720.9	kJ/mol
gap between HOMO and LUMO (alpha / beta)	7.4 / 9.3	eV



Here is a single C5H7N3 molecule at a distorted geometry from the Open Molecules 2025 dataset. Energies are from wB97M-V/def2-TZVPD.

Last column: Mulliken charge in e.
Cartesian coordinates (Å):
1 H 1.5824 2.8423 0.5711  0.26
2 N 1.0234 1.9705 0.5722  -0.43
3 N 0.8745 1.4900 -0.5431  -0.16
4 C -0.1163 0.1314 -0.7116  0.71
5 C -1.5477 0.6396 -0.6402  -1.43
6 C 0.3628 -0.8496 0.2551  0.35
7 C 1.5524 -1.1062 0.7821  -0.87
8 C -0.7893 -2.0381 0.3689  0.07
9 N -1.4061 -2.8825 0.8736  -0.44
10 H 0.1095 -0.2052 -1.7274  0.17
11 H -2.2454 -0.1162 -1.0114  0.39
12 H -1.6675 1.5087 -1.2956  0.43
13 H -1.8188 0.9387 0.3755  0.34
14 H 2.3780 -0.4104 0.6400  0.30
15 H 1.7082 -1.9131 1.4907  0.31

total charge	0
SMILES	[H]/N=N/[C@H](C)C(=C)C#N
2S+1	1
HOMO level	-8.937	eV
energy relative to the best compared isomer or geometry (same formula, charge and spin)	419.6	kJ/mol
gap between HOMO and LUMO	9.4	eV



Here is a single C5H7N3 molecule at a distorted geometry from the Open Molecules 2025 dataset. Energies are from wB97M-V/def2-TZVPD.

Last column: Mulliken charge in e.
Cartesian coordinates (Å):
1 N 2.2218 0.1192 -0.4945  -0.58
2 C 1.1842 -0.3960 0.2979  0.16
3 C -0.0685 -0.7396 -0.4046  -0.40
4 C -1.4027 -1.2541 -0.1044  -0.39
5 N -2.3328 -0.4381 -0.2096  -0.34
6 N -1.9946 0.9487 -0.3942  -0.39
7 C -0.8930 1.3449 0.1778  -0.28
8 C -0.0144 0.3186 0.7728  -0.08
9 H 1.9371 0.3779 -1.4378  0.24
10 H 2.6501 0.8841 -0.0379  0.25
11 H 1.4534 -1.1654 1.0286  0.32
12 H -0.1048 -0.0819 -1.2946  0.32
13 H -1.5826 -2.2352 0.2981  0.44
14 H -0.6574 2.4111 0.0405  0.40
15 H -0.3960 -0.0942 1.7621  0.31

total charge	0
SMILES	NC1[C@H]2C=NN=C[C@H]12
2S+1	1
HOMO level	-8.772	eV
energy relative to the best compared isomer or geometry (same formula, charge and spin)	519.0	kJ/mol
gap between HOMO and LUMO	9.5	eV



Here is a single C5H7N3O molecule at a distorted geometry from the Open Molecules 2025 dataset. Energies are from wB97M-V/def2-TZVPD.

Last column: Mulliken charge in e.
Cartesian coordinates (Å):
1 C -0.1452 -2.8406 0.6118  -1.14
2 C 0.3251 -1.8005 0.0022  0.88
3 N 0.8852 -0.9424 -0.6597  -0.47
4 C 0.7729 0.4488 -0.6017  1.20
5 C 1.4283 1.1606 -1.7486  -1.14
6 N 0.6985 1.1942 0.7866  -0.64
7 C -0.3675 0.9811 0.1413  -0.05
8 O -1.6438 0.7416 0.2790  -0.23
9 N -2.1657 0.9314 1.6028  -0.44
10 H 0.4237 -3.3583 1.3685  0.26
11 H -1.1338 -3.2072 0.3851  0.24
12 H 1.0434 0.7821 -2.6938  0.31
13 H 1.2513 2.2357 -1.6809  0.35
14 H 2.5023 0.9729 -1.7105  0.31
15 H -1.3794 0.8060 2.2531  0.30
16 H -2.4953 1.8945 1.6649  0.26

total charge	0
SMILES	C=C=N[C@]1(C)N=C1ON
2S+1	1
HOMO level	-8.946	eV
energy relative to the best compared isomer or geometry (same formula, charge and spin)	505.6	kJ/mol
gap between HOMO and LUMO	9.6	eV



Here is 2 unconnected molecules or ions with the total composition C5H7N3O3 at a distorted geometry from the Open Molecules 2025 dataset. Energies are from wB97M-V/def2-TZVPD.

Last column: Mulliken charge in e.
Cartesian coordinates (Å):
1 C -0.4204 -2.0277 -0.9328  -0.36
2 C -0.3143 -1.8153 0.3606  -0.47
3 C 0.1137 -1.0043 -1.9069  0.60
4 C -1.9539 1.5803 1.0719  0.82
5 C 0.9902 1.1424 1.9665  -0.70
6 N -0.0530 -1.1344 -3.1810  -0.71
7 N 0.8279 -0.0025 -1.3098  -0.01
8 N 1.0936 0.0360 0.0017  -0.45
9 O -1.7068 1.6235 2.2150  -0.44
10 O -2.1915 1.5749 -0.0386  -0.36
11 O 0.7777 1.2786 0.6068  -0.17
12 H -1.0325 -2.7333 -1.5255  0.35
13 H -0.5032 -2.2316 1.2525  0.45
14 H 1.8730 0.6540 2.2278  0.34
15 H 0.3430 0.4780 2.4739  0.34
16 H 0.9336 2.1781 2.3341  0.28
17 H 0.4752 -0.3903 -3.6715  0.21
18 H 0.7476 0.7936 -1.9447  0.28

total charge	0
2S+1	1
HOMO level (alpha / beta)	-8.281 / -8.317	eV
energy relative to the best compared isomer or geometry (same formula, charge and spin)	616.8	kJ/mol
gap between HOMO and LUMO (alpha / beta)	8.1 / 8.5	eV



Here is a single C5H7N3O5 molecule at a distorted geometry from the Open Molecules 2025 dataset. Energies are from wB97M-V/def2-TZVPD.

Last column: Mulliken charge in e.
Cartesian coordinates (Å):
1 C -0.5325 0.1647 1.5608  0.26
2 C -2.5365 0.0620 0.0767  0.28
3 C -0.5795 0.2840 -1.3122  -0.41
4 C 0.1720 -0.5965 0.4820  0.75
5 C 1.6402 -0.6561 0.5500  -1.31
6 N -1.8085 0.4335 1.2064  0.00
7 N -1.9293 0.0679 -1.1987  -0.12
8 N -0.4150 -1.8473 0.2578  1.15
9 O 0.3365 -2.6927 -0.1250  -0.69
10 O -0.1341 0.6859 2.6152  -0.66
11 O -3.7364 -0.0151 0.0811  -0.61
12 O -1.6357 -2.0176 0.3092  -0.66
13 O -0.0835 1.5322 -1.1579  -0.41
14 H -0.0413 -0.3548 -2.0962  0.46
15 H 1.9356 0.2360 1.1447  0.34
16 H 2.1485 -0.5734 -0.3541  0.35
17 H 1.9843 -1.7058 0.9239  0.34
18 H -2.3245 0.8450 1.8987  0.20
19 H -2.5057 -0.5196 -1.8626  0.32
20 H -0.6075 2.0838 -0.6040  0.41

total charge	0
2S+1	3
HOMO level (alpha / beta)	-6.680 / -10.595	eV
energy relative to the best compared isomer or geometry (same formula, charge and spin)	0.0	kJ/mol
gap between HOMO and LUMO (alpha / beta)	6.5 / 6.8	eV



Here is a gas-phase ion, C5H7N4 (charge +1) at a distorted geometry from the Open Molecules 2025 dataset. Energies are from wB97M-V/def2-TZVPD.

Last column: Mulliken charge in e.
Cartesian coordinates (Å):
1 C -1.2874 1.1738 0.3029  -0.57
2 C -0.9916 2.1488 -0.6348  -0.09
3 C 0.8607 1.0087 -1.5159  -0.05
4 C -0.4298 0.0825 0.2273  0.80
5 C 0.3903 -2.0142 0.6368  -0.27
6 N -0.0030 2.0535 -1.5523  -0.51
7 N 0.5954 0.0928 -0.6224  -0.22
8 N -0.4450 -0.9402 1.0882  -0.16
9 N 1.5233 -1.5117 -0.1081  -0.30
10 H -2.2248 1.0217 0.8560  0.34
11 H -1.5682 3.0588 -0.5044  0.40
12 H 1.8236 0.9302 -1.9175  0.40
13 H 0.5899 -2.6078 1.6142  0.36
14 H 0.0188 -2.6962 -0.0197  0.28
15 H -1.0928 -0.8553 1.8519  0.22
16 H 2.2404 -0.9453 0.2978  0.35

total charge	+1
2S+1	1
HOMO level	-14.042	eV
energy relative to the best compared isomer or geometry (same formula, charge and spin)	217.8	kJ/mol
gap between HOMO and LUMO	8.5	eV